This record from OMol25 describes 2 unconnected molecules or ions with the total composition C4H8NO5 in a non-equilibrium geometry. The level of theory is ωB97M-V/def2-TZVPD.

Last column: Löwdin charge in e.
Positions of all 18 atoms, in Å:
C 0.59402 1.20312 -0.46972  -0.262
C 1.67721 0.72730 0.14370  -0.101
C -1.51253 0.22615 0.63636  -0.336
C 2.14528 -0.69818 0.00900  -0.306
N -1.78108 -1.04431 0.25496  -0.302
O -2.66379 -1.13103 -0.95815  0.002
O -1.34754 -2.12469 0.75847  -0.166
O 0.15567 2.46284 -0.29007  0.004
O -2.10619 1.26319 0.14288  -0.157
O 1.21558 -1.63381 -0.52783  -0.090
H 0.00407 0.69889 -1.21869  0.133
H 2.41953 1.40074 0.77530  0.139
H -0.90394 0.16897 1.57009  0.150
H 2.49843 -1.12292 1.06927  0.133
H 3.01613 -0.77691 -0.70999  0.109
H -0.74998 2.36838 -0.37653  0.004
H -3.15471 -0.33596 -0.90262  0.027
H 0.49385 -1.65176 0.09357  0.018

## Properties
- Charge: -1
- 2S+1: 1
- M: 150.11 g mol⁻¹
- E_tot: -16002.0774 eV